Record 1
Entry from the OMol25 dataset: a single C4H7NO2 molecule (wB97M-V/def2-TZVPD).

Structure (XYZ):
```
14
Properties=species:S:1:pos:R:3:lowdin_charge:R:1
H -0.13695 -0.17160 -3.08764 0.07
N -0.75336 0.45612 -2.56918 0.17
C -0.42535 0.45764 -1.35454 -0.43
C -1.13652 1.17526 -0.22195 -0.09
O -0.49263 0.68393 0.94322 -0.05
C 0.15843 -0.49423 0.54563 -0.42
C 1.28802 -0.85851 1.46866 0.00
O 0.59976 -0.24520 -0.79123 0.04
H -1.00158 2.25912 -0.27756 0.14
H -2.20959 0.94603 -0.22772 0.13
H -0.56383 -1.32419 0.47394 0.16
H 1.91435 -1.61788 0.99236 0.09
H 0.86567 -1.28174 2.38426 0.09
H 1.89358 0.01526 1.72173 0.09
```

Computed properties:
Energy = -361.8364 Ha
Gap between HOMO and LUMO = 11.378 eV
Max |F| = 0.0083 Eh/bohr
Multiplicity = 1
Charge = 0
SMILES = [H]/N=C1/CO[C@H](C)O1

Record 2
Entry from the OMol25 dataset: a single C5H7NO molecule in a non-equilibrium geometry (wB97M-V/def2-TZVPD).

Structure (XYZ):
```
14
Properties=species:S:1:pos:R:3:lowdin_charge:R:1
C -1.62927 -1.07798 0.01638 -0.01
C -0.25990 -0.56512 0.16012 -0.29
O 0.77435 -1.41681 0.47319 0.05
C 1.91698 -0.72622 0.31525 -0.11
C 1.67135 0.57805 -0.04679 -0.06
C 0.23083 0.67119 -0.02701 -0.35
N -0.48297 1.85766 -0.29676 0.09
H -2.17205 -0.39191 -0.64579 0.09
H -1.63855 -2.07999 -0.42208 0.09
H -2.11965 -1.09759 0.99052 0.08
H 2.81346 -1.28593 0.55161 0.12
H 1.67328 0.79190 -1.12043 0.14
H 0.17815 2.60383 -0.50677 0.08
H -0.95602 2.13892 0.55856 0.09
```

Computed properties:
Energy = -324.6202 Ha
Gap between HOMO and LUMO = 9.180 eV
Max |F| = 0.0533 Eh/bohr
Multiplicity = 1
Charge = 0
SMILES = Cc1occc1N

Record 3
Entry from the OMol25 dataset: C18H28N5O10P2RbS3 as an isolated structure in a non-equilibrium geometry (wB97M-V/def2-TZVPD).

Structure (XYZ):
```
67
Properties=species:S:1:pos:R:3:lowdin_charge:R:1
Rb 0.63419 -0.01116 -0.04732 1.07
N 1.54409 -3.05686 -4.15822 0.16
C 2.17209 -3.92526 -3.30162 -0.20
C 2.71229 -5.19046 -3.45112 -0.06
C 3.26379 -5.77826 -2.32402 -0.13
C 3.27639 -5.12796 -1.08862 -0.10
C 2.74959 -3.86116 -0.93272 0.01
C 2.19199 -3.25216 -2.05242 -0.21
N 1.60729 -2.02676 -2.18572 0.15
C 1.23139 -1.92456 -3.43232 -0.26
C 0.56479 -0.78186 -4.00372 -0.41
C -0.12221 -0.81886 -5.19392 -0.46
S -0.91161 0.70154 -5.52492 0.80
C -0.29471 1.29454 -3.81952 -0.74
N 0.65169 0.39994 -3.37412 -0.01
H 1.36149 -3.19256 -5.13602 0.15
H 2.69359 -5.70906 -4.40172 0.09
H 3.69879 -6.76576 -2.41612 0.08
H 3.70329 -5.62746 -0.22962 0.10
H 2.74399 -3.34986 0.01598 0.08
H -0.29061 -1.63646 -5.86812 0.02
H 0.06339 2.32684 -3.96312 0.08
O 0.26419 -2.36466 1.58228 -0.23
P 1.74399 -2.18526 2.21848 0.17
O 2.35299 -3.47586 2.58808 -0.30
O 2.52049 -1.21156 1.35788 -0.42
O 1.33159 -1.36506 3.59578 -0.25
P 0.80479 0.16814 3.36138 0.15
O 2.06579 0.85834 2.68828 -0.17
O 0.45759 0.75444 4.67728 -0.31
O -0.31881 0.08934 2.32568 -0.55
H 0.00859 -1.42306 1.77168 -0.07
H 2.28029 0.06304 2.09258 -0.03
O -1.00301 3.62294 -2.13012 -0.50
S -1.49181 2.27824 -1.76382 0.90
N -1.34181 1.22644 -2.85792 -0.27
C -2.55521 -3.43306 0.48888 -0.01
C -2.56451 -1.92366 0.63078 -0.61
N -2.59001 -1.50056 1.92558 0.15
O -2.65611 -1.16646 -0.31242 0.04
H -3.35731 -3.86536 1.08438 0.07
H -1.59851 -3.80336 0.85168 0.07
H -2.66901 -3.71336 -0.55402 0.08
H -2.15471 -2.11406 2.59798 0.10
H -2.29291 -0.54036 2.06648 0.08
C -3.89691 2.55254 0.65328 -0.13
C -3.22191 3.66274 1.45168 -0.31
C -1.82531 3.98194 0.94418 -0.33
S -0.74721 2.51164 1.40248 0.89
O 0.30089 2.46804 0.37488 -0.72
C -0.00561 3.30564 2.89728 -0.31
C 1.32819 3.97924 2.63868 -0.28
C 1.21999 5.32014 1.92188 -0.11
H -4.86441 2.30964 1.08858 0.07
H -3.28381 1.65514 0.64448 0.04
H -4.04751 2.86144 -0.37782 0.06
H -3.13181 3.35344 2.49738 0.10
H -3.84311 4.56444 1.42038 0.10
H -1.43381 4.88314 1.40388 0.07
H -1.78611 4.08824 -0.13402 0.03
H 0.14229 2.47864 3.58878 0.03
H -0.74931 3.98754 3.30948 0.09
H 1.93779 3.29974 2.04008 0.09
H 1.82739 4.11594 3.60308 0.12
H 0.84269 5.17274 0.91418 0.07
H 2.20119 5.78964 1.85848 0.06
H 0.55509 5.99674 2.46098 0.07
```

Computed properties:
Energy = -3630.6256 Ha
Gap between HOMO and LUMO = 5.170 eV
Max |F| = 0.0615 Eh/bohr
Multiplicity = 1
Charge = -2

Record 4
Entry from the OMol25 dataset: a 2-piece molecular cluster, C6H11FO overall in a non-equilibrium geometry (wB97M-V/def2-TZVPD).

Structure (XYZ):
```
19
Properties=species:S:1:pos:R:3:lowdin_charge:R:1
C 1.60402 -1.54810 1.22521 -0.01
C 1.55971 -0.39487 0.50228 -0.13
C -1.74198 0.47425 1.43967 -0.07
C -1.98739 -0.39448 -0.97370 -0.07
C 2.40862 0.80983 -1.36375 -0.13
C -1.32591 0.38871 0.04425 -0.42
O 2.46864 0.39598 -0.05735 -0.11
F -0.85365 1.60596 -0.39603 -0.01
H 2.52701 -1.91861 1.72040 0.06
H 0.61853 -1.87673 1.50251 0.02
H -1.03417 0.96022 2.12885 0.09
H -1.97535 -0.51500 1.93675 0.10
H -2.74548 0.89619 1.29613 0.09
H -1.31918 -0.61203 -1.84991 0.09
H -2.92032 0.08600 -1.33094 0.09
H -2.32998 -1.39263 -0.45738 0.12
H 2.95454 1.80341 -1.44521 0.11
H 1.44978 1.18862 -1.81588 0.09
H 2.64257 0.04330 -2.10588 0.09
```

Computed properties:
Energy = -410.1027 Ha
Gap between HOMO and LUMO (spin up / spin down) = 9.113 / 7.688 eV
Max |F| = 0.0770 Eh/bohr
Multiplicity = 1
Charge = 0

Record 5
Entry from the OMol25 dataset: a 5-piece molecular cluster, C32H72BrN4 overall in a non-equilibrium geometry (wB97M-V/def2-TZVPD).

Structure (XYZ):
```
109
Properties=species:S:1:pos:R:3:lowdin_charge:R:1
C 3.81973 4.99685 1.61641 -0.07
C 2.78905 4.76306 0.50611 -0.23
C 1.44565 4.46344 1.13164 -0.14
N 0.29679 4.31376 0.15780 -0.25
C 0.69257 3.31138 -0.88736 -0.02
C -0.98457 3.84913 0.86610 -0.11
C -1.95788 5.02008 0.77849 -0.14
C -1.10953 6.22989 0.40424 -0.13
C -0.07518 5.59933 -0.51544 -0.11
H 3.63867 5.94615 2.11904 0.09
H 4.81661 5.06279 1.17903 0.08
H 3.83461 4.18558 2.34332 0.08
H 3.15444 3.94183 -0.11072 0.08
H 2.67177 5.63165 -0.14270 0.11
H 1.16486 5.29482 1.78289 0.14
H 1.44531 3.55117 1.73109 0.09
H -0.20153 3.00447 -1.41891 0.10
H 1.16476 2.47914 -0.36854 0.01
H 1.40235 3.79632 -1.55362 0.11
H -1.33034 2.95352 0.36675 0.07
H -0.66987 3.61798 1.87917 0.10
H -2.73964 4.86282 0.03194 0.11
H -2.49368 5.20333 1.71028 0.13
H -1.66340 6.98846 -0.14027 0.13
H -0.56505 6.62790 1.25954 0.12
H -0.49445 5.32889 -1.48855 0.14
H 0.76725 6.23379 -0.78116 0.13
C -0.31547 -2.84077 1.02856 -0.11
C 0.29948 -4.12757 0.48818 -0.23
C -0.25247 -4.49809 -0.87287 -0.15
N 0.29361 -5.78599 -1.42356 -0.26
C 1.78093 -5.85412 -1.40716 0.03
C -0.22780 -6.02961 -2.80946 -0.11
C -0.41540 -7.52717 -2.99634 -0.11
C -0.57436 -8.09171 -1.55757 -0.12
C -0.29280 -6.94808 -0.60323 -0.08
H 0.25414 -2.35373 1.82048 0.04
H -1.25331 -3.08300 1.53142 0.09
H -0.37395 -2.09790 0.23218 0.05
H 0.19452 -4.95632 1.19135 0.12
H 1.37047 -3.96950 0.33493 0.09
H 0.12373 -3.71805 -1.54916 0.14
H -1.33314 -4.50934 -0.98731 0.14
H 2.17027 -4.86927 -1.64987 0.11
H 2.08971 -6.55633 -2.17994 0.12
H 2.14599 -6.23342 -0.46073 0.11
H 0.52574 -5.65100 -3.50421 0.14
H -1.11126 -5.43016 -3.01768 0.14
H 0.47375 -7.97829 -3.43304 0.12
H -1.27014 -7.77486 -3.61521 0.13
H 0.06546 -8.94974 -1.36819 0.12
H -1.59243 -8.45814 -1.43296 0.12
H 0.41360 -7.20445 0.18370 0.13
H -1.16469 -6.59359 -0.05563 0.14
C 4.45074 -1.53192 3.97552 -0.08
C 3.99592 -0.78761 2.73205 -0.24
C 4.99265 -0.92420 1.58550 -0.14
N 4.52714 -0.52286 0.23152 -0.26
C 3.40728 -1.38207 -0.25857 0.01
C 5.71934 -0.54185 -0.71399 -0.09
C 6.19244 0.89266 -0.89841 -0.12
C 4.90403 1.71331 -0.79258 -0.14
C 4.04574 0.92842 0.21389 -0.10
H 4.45672 -2.60773 3.82835 0.08
H 3.80614 -1.24826 4.80630 0.09
H 5.43134 -1.16093 4.28452 0.09
H 3.79313 0.26133 2.94934 0.10
H 3.03109 -1.15802 2.37491 0.07
H 5.39230 -1.94041 1.50776 0.14
H 5.90353 -0.35204 1.79193 0.15
H 3.76394 -2.41099 -0.18888 0.11
H 3.19897 -1.12212 -1.29130 0.11
H 2.56232 -1.21153 0.40320 0.05
H 5.33801 -0.97221 -1.64113 0.13
H 6.51596 -1.19512 -0.36535 0.14
H 6.67546 0.97898 -1.86634 0.13
H 6.83227 1.17990 -0.06516 0.13
H 4.37765 1.83164 -1.74234 0.12
H 5.06334 2.71511 -0.40023 0.10
H 2.97270 0.92056 0.03956 0.06
H 4.24518 1.35447 1.19298 0.12
C -7.97658 3.01099 1.28253 -0.08
C -7.06115 2.66033 0.11273 -0.23
C -6.48907 1.25258 0.27484 -0.14
N -5.28632 0.95503 -0.56996 -0.28
C -5.55519 1.29478 -1.98959 0.03
C -3.98413 1.54562 -0.03606 -0.07
C -2.88554 0.62023 -0.53283 -0.15
C -3.55547 -0.75664 -0.75018 -0.13
C -5.05034 -0.53283 -0.48029 -0.10
H -8.76677 2.27710 1.42250 0.09
H -8.47244 3.94658 1.01568 0.09
H -7.40146 3.21676 2.18199 0.08
H -6.29279 3.43094 0.00937 0.11
H -7.61790 2.66117 -0.82695 0.11
H -7.26888 0.52152 0.06169 0.15
H -6.19732 1.06962 1.31164 0.14
H -5.50399 2.37978 -2.07416 0.11
H -6.50765 0.89282 -2.31059 0.12
H -4.72920 0.93714 -2.60374 0.12
H -3.95153 2.57090 -0.39722 0.12
H -4.15632 1.51870 1.03828 0.14
H -2.49553 0.97493 -1.48727 0.11
H -2.07482 0.55002 0.19455 0.04
H -3.36734 -1.16788 -1.73799 0.11
H -3.20978 -1.48132 -0.01388 0.11
H -5.67490 -1.01189 -1.23534 0.14
H -5.38345 -0.95631 0.46387 0.14
Br 0.47704 0.74545 1.64015 -0.19
```

Computed properties:
Energy = -4054.6525 Ha
Gap between HOMO and LUMO = 8.337 eV
Max |F| = 0.0343 Eh/bohr
Multiplicity = 1
Charge = +3